Density functional theory data (ωB97M-V/def2-TZVPD) for a molecular structure, C30H33N8O4PS3Y.

Results
energy relative to the best compared isomer or geometry (same formula, charge and spin)	15.81	kcal per mole
gap between HOMO and LUMO	6.885	eV
net charge	+3
E_HOMO	-14.33	eV
DFT total energy	-94578.6786	eV

Structure (XYZ):
```
80
Properties=species:S:1:pos:R:3:mulliken_charge:R:1
Y -0.45 -0.19 -0.01 0.909
O 3.26 -0.04 1.09 -0.850
S 2.51 -0.61 -0.04 1.780
O 1.56 -1.65 0.35 -0.744
N 1.50 0.48 -0.66 0.279
C 1.77 1.83 -0.79 -0.012
C 3.03 2.40 -0.76 -0.426
C 3.19 3.78 -0.93 -1.167
C 2.12 4.60 -1.19 -0.929
C 0.82 4.06 -1.22 0.727
C -0.33 4.84 -1.46 -0.644
C -1.57 4.24 -1.42 -1.178
C -1.66 2.88 -1.11 0.010
N -0.61 2.10 -0.88 0.367
C 0.63 2.67 -0.97 0.127
C 3.67 -1.16 -1.28 0.150
C 4.92 -1.62 -0.91 -0.355
C 5.82 -1.96 -1.90 -0.812
C 5.46 -1.84 -3.24 -0.523
C 4.20 -1.39 -3.59 -0.901
C 3.29 -1.05 -2.60 -0.208
H 3.89 1.76 -0.62 0.643
H 4.19 4.19 -0.89 0.497
H 2.25 5.65 -1.37 0.470
H -0.23 5.89 -1.68 0.505
H -2.47 4.81 -1.61 0.465
H -2.63 2.40 -1.05 0.505
H 5.18 -1.69 0.14 0.512
H 6.80 -2.32 -1.63 0.454
H 6.18 -2.09 -4.00 0.443
H 3.93 -1.31 -4.64 0.480
H 2.30 -0.67 -2.85 0.401
N -7.89 -0.64 -1.21 -0.325
C -7.22 -0.12 -0.19 0.285
S -8.01 0.59 1.09 -0.316
C -5.75 -0.13 -0.21 1.053
C -5.04 0.10 0.97 -0.544
C -3.66 0.14 0.95 -0.804
N -2.93 -0.03 -0.16 0.213
C -3.62 -0.24 -1.30 -0.833
C -5.00 -0.30 -1.37 -0.865
H -8.90 -0.60 -1.20 0.228
H -7.44 -1.11 -1.98 0.169
H -5.59 0.25 1.89 0.398
H -3.11 0.35 1.86 0.528
H -3.03 -0.36 -2.20 0.489
H -5.45 -0.45 -2.33 0.329
N 0.13 0.11 5.79 -0.191
C -0.32 1.15 4.83 -0.983
P 0.67 0.78 3.25 0.976
O -0.32 0.58 2.12 -0.446
O 1.51 -0.37 3.68 -1.032
C 1.76 2.27 2.93 -0.629
N 3.15 1.81 2.83 -0.035
H -0.62 -0.53 6.08 0.344
H 0.55 0.49 6.64 0.357
H 0.86 -0.43 5.21 0.364
H -0.11 2.14 5.22 0.433
H -1.38 1.08 4.63 0.315
H 1.66 3.01 3.73 0.658
H 1.46 2.74 1.99 0.040
H 3.46 1.37 3.70 0.384
H 3.81 2.56 2.57 0.423
H 3.20 1.01 2.07 0.112
N -1.70 -2.86 2.14 -0.341
C -1.29 -3.22 0.91 0.467
N -1.10 -2.34 -0.06 0.474
C -0.69 -2.98 -1.22 -0.012
C -0.33 -2.32 -2.40 0.048
C 0.14 -3.09 -3.46 -0.982
C 0.23 -4.47 -3.35 -0.744
C -0.16 -5.13 -2.20 -0.511
C -0.61 -4.37 -1.13 0.681
S -1.07 -4.88 0.47 -0.232
H -1.63 -1.89 2.40 0.017
H -1.69 -3.55 2.88 0.283
H -0.41 -1.23 -2.46 0.373
H 0.45 -2.60 -4.37 0.497
H 0.62 -5.04 -4.18 0.435
H -0.09 -6.20 -2.13 0.476
```